1.
ORCA calculation (the ωB97M-V functional and the def2-TZVPD basis) on a single C5H10 molecule in a non-equilibrium geometry.

Each atom is followed by the atoms it is bonded to, with distances in Å.
Atoms and positions in Å:
1 H 1.085 -0.441 -0.102  C2 1.085
2 C 0.057 -0.103 -0.188  H1 1.085, C8 1.323, C12 1.508
3 C 0.907 1.729 1.415  H5 1.095, H6 1.090, C12 1.524, H14 1.088
4 H -1.928 -0.648 -0.699  C8 1.084
5 H 1.834 1.147 1.389  C3 1.095
6 H 0.578 1.769 2.453  C3 1.090
7 H -0.473 1.953 -0.268  C12 1.084
8 C -0.868 -0.873 -0.739  C2 1.323, H4 1.084, C13 1.513
9 H -1.056 -2.421 -2.254  C13 1.086
10 H 0.551 -2.047 -1.793  C13 1.108
11 H -0.224 -2.950 -0.634  C13 1.090
12 C -0.188 1.225 0.482  C2 1.508, C3 1.524, H7 1.084, H15 1.097
13 C -0.465 -2.186 -1.374  C8 1.513, H9 1.086, H10 1.108, H11 1.090
14 H 1.243 2.733 1.162  C3 1.088
15 H -1.054 1.114 1.147  C12 1.097

Max |F|: 1.98 eV Å⁻¹
Total charge: 0
Orbital gap: 10.34 eV
SMILES string: C/C=C/CC
Energy above the lowest of the compared OMol25 structures with the same formula, charge and spin: 111.71 kJ/mol


2.
ORCA calculation (the ωB97M-V functional and the def2-TZVPD basis) on 2 unconnected molecules or ions with the total composition C5H10 in a non-equilibrium geometry.

Each atom is followed by the atoms it is bonded to, with distances in Å.
Atoms and positions in Å:
1 H 0.855 0.260 1.160  C14 1.120
2 H -1.122 0.987 -1.381  C3 1.110
3 C -1.415 0.125 -0.746  H2 1.110, C5 1.351, C11 1.513
4 H -1.984 1.539 0.877  C11 1.112
5 C -1.072 -1.088 -1.231  C3 1.351, H7 1.051, H15 1.104
6 H -1.186 0.098 1.438  C11 1.074
7 H -0.433 -1.133 -2.065  C5 1.051
8 H 1.845 1.655 0.389  C14 1.078
9 C 2.709 -0.214 0.191  H12 1.038, H13 1.121, C14 1.314
10 H -2.830 -0.028 0.826  C11 1.111
11 C -1.843 0.457 0.667  C3 1.513, H4 1.112, H6 1.074, H10 1.111
12 H 3.709 0.052 0.105  C9 1.038
13 H 2.442 -1.278 -0.036  C9 1.121
14 C 1.755 0.599 0.587  H1 1.120, H8 1.078, C9 1.314
15 H -1.430 -2.031 -0.781  C5 1.104

Max |F|: 3.04 eV Å⁻¹
Total charge: 0
Orbital gap: 10.37 eV
SMILES string: C=CC.C=C
Energy above the lowest of the compared OMol25 structures with the same formula, charge and spin: 270.78 kJ/mol